Record 1
Here is C20H31O5SV as an isolated structure from the Open Molecules 2025 dataset. Energies are from wB97M-V/def2-TZVPD.

```
! RIJCOSX wB97M-V def2-TZVPD def2/J DEFGRID3
* xyz 1 2
O 2.950 -0.293 -1.655
C 3.261 -1.651 -2.148
C 4.518 -1.249 -2.882
H 2.492 -2.015 -2.835
H 3.418 -2.352 -1.327
C 4.075 0.173 -2.466
H 4.451 -1.449 -3.952
H 5.453 -1.597 -2.442
C 3.607 0.921 -3.692
H 2.859 0.326 -4.232
H 4.476 1.091 -4.340
H 3.170 1.889 -3.433
C 5.133 0.932 -1.692
H 5.450 0.389 -0.793
H 4.765 1.918 -1.395
H 6.007 1.075 -2.345
V -1.733 1.134 1.681
C -1.990 1.654 3.999
C -2.318 0.269 3.925
C -1.184 -0.435 3.407
H -3.162 -0.192 4.428
C -0.132 0.522 3.157
C -0.642 1.819 3.533
H -0.071 2.740 3.562
H -2.611 2.421 4.455
H -1.085 -1.515 3.374
H 0.882 0.299 2.831
C -3.152 2.940 1.046
C -1.824 3.375 1.342
C -0.921 2.740 0.414
H -1.564 4.140 2.069
C -1.717 1.909 -0.463
C -3.090 2.037 -0.057
H -3.946 1.659 -0.608
H -4.063 3.323 1.505
H 0.154 2.891 0.346
H -1.360 1.345 -1.319
O 0.454 -1.419 -2.050
C 0.582 -0.648 -0.826
C 1.068 -1.613 0.258
H -0.428 -0.291 -0.515
H 1.239 0.215 -0.965
C 0.394 -2.943 -0.132
H 0.815 -1.250 1.259
H 2.150 -1.716 0.169
C -0.068 -2.719 -1.597
H -0.484 -3.075 0.517
H 1.062 -3.810 -0.008
H -1.177 -2.684 -1.576
H 0.196 -3.510 -2.327
C -5.131 -1.103 0.153
S -4.019 -0.855 1.537
O -4.407 0.437 2.140
O -4.094 -2.007 2.412
O -2.655 -0.728 0.863
H -6.034 -1.575 0.549
H -4.640 -1.761 -0.572
H -5.380 -0.131 -0.288
*
```

Output
Frontier orbital gap (spin up / spin down) (eV): 6.22 / 6.84
E_LUMO (spin up / spin down) (eV): -5.492 / -4.872
E_HOMO (spin up / spin down) (Ha): -0.430 / -0.430

=====

Record 2
Here is C23H28BN2OV as an isolated structure from the Open Molecules 2025 dataset. Energies are from wB97M-V/def2-TZVPD.

```
! RIJCOSX wB97M-V def2-TZVPD def2/J DEFGRID3
* xyz -1 4
C -1.573 2.345 -1.858
C -0.850 1.276 -2.438
C -1.371 0.075 -1.934
H -0.026 1.364 -3.125
C -2.404 0.397 -1.028
C -2.535 1.804 -0.994
H -2.958 -0.295 -0.419
C 0.736 3.220 0.386
C 1.259 2.670 -0.803
C 1.887 1.448 -0.487
H 1.188 3.103 -1.785
C 1.787 1.255 0.914
C 1.080 2.352 1.438
H -1.002 -0.913 -2.149
H -3.206 2.357 -0.361
H -1.392 3.394 -2.022
H 0.773 2.475 2.460
H 2.365 0.787 -1.189
H 0.172 4.132 0.481
V -0.423 1.216 -0.073
C 2.341 0.113 1.724
C 3.301 0.681 2.775
C 3.097 -0.884 0.852
H 3.992 1.384 2.314
H 3.885 -0.115 3.239
H 2.764 1.208 3.560
H 4.038 -0.461 0.505
H 2.520 -1.179 -0.022
H 3.330 -1.784 1.421
C 1.206 -0.613 2.476
C 0.273 -1.328 1.560
H 0.599 0.113 3.018
H 1.630 -1.287 3.214
O -0.165 -0.800 0.516
N -0.109 -2.591 1.827
C -1.253 -3.297 1.290
H 0.625 -3.146 2.240
C -1.161 -3.680 -0.170
C -2.241 -3.591 -1.037
H -3.208 -3.249 -0.695
C -2.104 -3.969 -2.367
H -2.962 -3.905 -3.021
C -0.887 -4.427 -2.844
H -0.783 -4.720 -3.881
C 0.199 -4.514 -1.982
H 1.153 -4.872 -2.344
C 0.061 -4.144 -0.655
H 0.912 -4.219 0.013
H -2.152 -2.706 1.462
H -1.376 -4.193 1.898
B -2.017 5.800 -0.348
C -1.493 4.291 -0.257
N -1.079 3.102 -0.186
H -2.327 6.178 0.738
H -2.963 5.847 -1.071
H -1.151 6.494 -0.780
*
```

Output
Frontier orbital gap (spin up / spin down) (eV): 4.04 / 5.15
E_LUMO (spin up / spin down) (eV): 2.245 / 2.231
E_HOMO (spin up / spin down) (Ha): -0.066 / -0.107

=====

Record 3
Here is a 4-piece molecular cluster, C26H57BrN3O10 overall from the Open Molecules 2025 dataset. Energies are from wB97M-V/def2-TZVPD.

```
! RIJCOSX wB97M-V def2-TZVPD def2/J DEFGRID3
* xyz 1 1
C -6.754 4.788 -2.172
C -7.127 3.683 -0.973
N -6.530 2.323 -1.256
C -5.473 1.919 -0.253
Br -6.177 1.810 1.657
C -4.109 2.873 -0.350
C -3.529 2.830 -1.918
C -3.366 1.312 -2.512
N -1.995 0.697 -2.356
C -1.317 1.177 -1.266
O -0.464 1.869 -0.459
C -4.576 0.279 -1.995
N -4.968 0.492 -0.551
H -6.353 4.231 -3.128
H -7.673 5.496 -2.384
H -5.863 5.418 -1.746
H -6.786 4.180 0.029
H -8.318 3.609 -0.998
H -7.328 1.647 -1.234
H -4.460 3.973 -0.123
H -3.282 2.560 0.428
H -4.395 3.343 -2.559
H -2.586 3.525 -2.069
H -3.551 1.402 -3.689
H -4.108 -0.812 -2.071
H -5.498 0.295 -2.733
H -5.727 -0.189 -0.253
H -4.153 0.303 0.084
C 4.198 -3.928 -2.252
O 4.497 -2.541 -2.320
C 4.907 -2.106 -3.613
C 4.192 -0.819 -4.033
O 2.788 -0.945 -4.287
C 1.946 -1.253 -3.169
C 1.855 -0.166 -2.092
O 3.086 -0.037 -1.382
C 3.498 1.309 -1.201
H 5.119 -4.497 -2.107
H 3.538 -4.087 -1.397
H 3.674 -4.274 -3.150
H 4.726 -2.880 -4.371
H 5.980 -1.922 -3.568
H 4.631 -0.492 -4.980
H 4.382 -0.007 -3.329
H 2.214 -2.223 -2.745
H 0.943 -1.385 -3.590
H 1.092 -0.453 -1.359
H 1.550 0.777 -2.552
H 3.284 1.926 -2.078
H 4.578 1.313 -1.042
H 3.009 1.727 -0.317
C -6.084 1.430 8.774
O -7.374 1.169 8.243
C -8.058 2.337 7.798
C -8.689 2.136 6.418
O -7.767 2.003 5.329
C -6.938 0.833 5.313
C -7.676 -0.495 5.111
O -8.465 -0.828 6.252
C -9.773 -1.271 5.927
H -6.169 1.729 9.821
H -5.502 0.509 8.709
H -5.557 2.201 8.200
H -7.385 3.204 7.762
H -8.843 2.549 8.524
H -9.278 3.029 6.192
H -9.401 1.309 6.418
H -6.295 0.809 6.194
H -6.264 0.969 4.461
H -6.940 -1.297 4.986
H -8.280 -0.441 4.201
H -10.201 -0.715 5.088
H -10.411 -1.109 6.798
H -9.753 -2.341 5.700
C 11.445 -4.582 -3.923
O 10.771 -4.066 -2.785
C 11.638 -3.751 -1.699
C 11.326 -2.376 -1.102
O 11.624 -1.254 -1.942
C 10.843 -1.106 -3.136
C 9.357 -0.802 -2.918
O 8.672 -1.929 -2.373
C 7.807 -1.601 -1.298
H 11.611 -5.654 -3.798
H 10.809 -4.416 -4.794
H 12.397 -4.068 -4.099
H 12.691 -3.777 -2.009
H 11.492 -4.516 -0.936
H 11.956 -2.251 -0.217
H 10.299 -2.320 -0.739
H 10.990 -1.962 -3.796
H 11.281 -0.252 -3.663
H 8.892 -0.582 -3.886
H 9.256 0.082 -2.282
H 8.230 -0.830 -0.648
H 7.658 -2.501 -0.698
H 6.840 -1.275 -1.690
*
```

Output
Frontier orbital gap (eV): 6.43
E_LUMO (eV): -3.534
E_HOMO (Ha): -0.366

=====

Record 4
Here is a 2-piece molecular cluster, C4H9NO overall from the Open Molecules 2025 dataset. Energies are from wB97M-V/def2-TZVPD.

```
! RIJCOSX wB97M-V def2-TZVPD def2/J DEFGRID3
* xyz 0 1
C -2.488 0.010 -0.407
N 2.982 -0.149 0.443
C -1.453 -0.433 0.468
C -0.009 0.038 0.711
C 3.498 0.436 -0.834
O -3.700 -0.153 -0.348
H -2.051 0.696 -1.212
H -1.744 -1.050 1.284
H 0.247 1.155 0.906
H 0.370 -0.426 1.519
H 0.758 -0.282 -0.178
H 2.984 0.688 1.124
H 3.665 -0.645 -0.924
H 2.758 0.799 -1.581
H 4.456 1.018 -0.884
*
```

Output
Frontier orbital gap (eV): 3.72
E_LUMO (eV): -3.653
E_HOMO (Ha): -0.271

=====

Record 5
Here is one molecule with the formula C5H9F2N from the Open Molecules 2025 dataset. Energies are from wB97M-V/def2-TZVPD.

```
! RIJCOSX wB97M-V def2-TZVPD def2/J DEFGRID3
* xyz 0 1
C -0.851 -1.400 0.354
C 0.445 0.591 0.645
C 0.318 -2.394 0.116
C 1.071 1.906 0.388
C -1.027 0.406 -1.258
N -0.491 -0.094 0.050
F 0.899 -2.740 1.331
F 1.338 -1.767 -0.636
H -1.698 -1.545 -0.313
H -0.987 -1.437 1.424
H 0.803 0.111 1.547
H 1.599 1.835 -0.573
H 1.858 2.176 1.134
H 0.229 2.608 0.203
H -0.304 1.178 -1.441
H -1.202 -0.343 -2.027
H -1.999 0.910 -0.944
*
```

Output
Frontier orbital gap (spin up / spin down) (eV): 7.84 / 5.51
E_LUMO (spin up / spin down) (eV): 0.593 / -0.130
E_HOMO (spin up / spin down) (Ha): -0.266 / -0.207

=====

Record 6
Here is one molecule with the formula C18H18Cl2N2O2S from the Open Molecules 2025 dataset. Energies are from wB97M-V/def2-TZVPD.

```
! RIJCOSX wB97M-V def2-TZVPD def2/J DEFGRID3
* xyz 0 1
C 4.137 1.191 0.014
N 3.041 0.859 -0.873
C 1.973 0.200 -0.361
S 1.994 -0.322 1.204
N 0.904 0.056 -1.215
C -0.324 -0.578 -1.125
O -1.044 -0.521 -2.097
C -0.672 -1.289 0.148
C -2.064 -1.914 0.088
C -3.149 -0.836 0.150
H -4.148 -1.284 0.089
H -3.025 -0.150 -0.690
O -3.029 -0.017 1.297
C -3.361 -0.500 2.515
C -4.036 -1.690 2.772
C -4.349 -2.067 4.067
C -3.987 -1.257 5.128
C -3.313 -0.065 4.907
C -3.005 0.301 3.612
Cl -2.163 1.773 3.315
H -3.026 0.568 5.730
Cl -4.374 -1.726 6.743
H -4.873 -2.992 4.246
H -4.332 -2.335 1.961
H -2.176 -2.605 0.925
H -2.185 -2.465 -0.845
H -0.622 -0.572 0.971
H 0.086 -2.051 0.344
H 1.011 0.514 -2.118
C 3.168 1.218 -2.236
C 3.057 0.256 -3.238
C 3.206 0.619 -4.564
C 3.474 1.935 -4.902
C 3.596 2.891 -3.907
C 3.444 2.539 -2.578
H 3.527 3.286 -1.803
H 3.806 3.918 -4.165
H 3.592 2.215 -5.937
H 3.120 -0.132 -5.334
H 2.870 -0.774 -2.973
H 3.801 1.861 0.808
H 4.931 1.660 -0.560
H 4.518 0.282 0.485
*
```

Output
Frontier orbital gap (eV): 8.89
Structure (SMILES): CN(C(=S)NC(=O)CCCOc1ccc(Cl)cc1Cl)c1ccccc1
E_LUMO (eV): 0.520
E_HOMO (Ha): -0.308

=====

Record 7
Here is an isolated ion of composition C4H7NO2S and charge -2 from the Open Molecules 2025 dataset. Energies are from wB97M-V/def2-TZVPD.

```
! RIJCOSX wB97M-V def2-TZVPD def2/J DEFGRID3
* xyz -2 1
C -0.065 -0.630 -0.370
N 0.954 -1.331 0.376
C 2.351 -1.046 0.441
O 2.642 -0.154 -0.322
O 3.041 -1.825 1.169
C -0.706 0.605 0.428
C -1.449 1.506 -0.503
S -3.328 1.830 -0.290
H -0.768 -1.393 -0.611
H 0.419 -0.299 -1.302
H 0.580 -2.159 0.972
H -1.486 0.152 1.129
H 0.018 1.136 1.032
H -1.357 1.162 -1.520
H -0.846 2.447 -0.629
*
```

Output
Frontier orbital gap (eV): 5.92
Structure (SMILES): O=C([O-])NCCC[S-]
E_LUMO (eV): 6.018
E_HOMO (Ha): 0.003

=====

Record 8
Here is a 2-piece molecular cluster, C5H9N2O overall from the Open Molecules 2025 dataset. Energies are from wB97M-V/def2-TZVPD.

```
! RIJCOSX wB97M-V def2-TZVPD def2/J DEFGRID3
* xyz -1 1
C -0.896 1.184 0.495
C -1.646 2.100 0.621
C 0.153 -2.201 -1.866
C -2.490 3.239 0.594
C 2.063 -1.178 0.898
N 0.993 -1.384 0.030
N 1.175 -2.160 -1.035
O 2.240 -2.784 -1.319
H -0.318 0.252 0.476
H 0.301 -3.110 -2.439
H -0.686 -1.517 -1.682
H -2.053 4.092 1.258
H -3.406 2.880 0.940
H -2.544 3.643 -0.445
H 2.153 0.043 1.044
H 1.889 -1.599 1.829
H 3.071 -1.499 0.600
*
```

Output
Frontier orbital gap (eV): 5.52
E_LUMO (eV): 3.306
E_HOMO (Ha): -0.081

=====

| no. | total energy (Ha) |
| --- | --- |
| 1 | -2498.7376 |
| 2 | -2046.6287 |
| 3 | -4514.8858 |
| 4 | -287.4904 |
| 5 | -450.2318 |
| 6 | -2275.2998 |
| 7 | -760.0284 |
| 8 | -380.4769 |